(1)
{
  "formula": "C5H9MgO4Y",
  "method": "ωB97M-V with the def2-TZVPD basis set",
  "energy_ha": -734.7733,
  "charge": 2,
  "spin_multiplicity": 1,
  "e_homo_ev": -15.674,
  "species": ["O", "C", "C", "O", "C", "C", "O", "C", "Mg", "H", "H", "H", "H", "H", "H", "H", "H", "Y", "O", "H"],
  "coordinates": [[2.5210, -0.7778, 0.6898], [2.2925, -1.9341, 0.0796], [1.0959, -2.1583, -0.4826], [0.0759, -1.2712, -0.1559], [-0.6645, -0.6979, -1.2398], [-1.6748, 0.2151, -0.5908], [-0.9698, 1.1157, 0.2628], [-1.7685, 2.1515, 0.8236], [0.8028, 0.3980, 1.0216], [3.1529, -2.5638, -0.1646], [0.8269, -3.0144, -1.0981], [-1.1817, -1.4828, -1.8080], [-2.3770, -0.3574, 0.0349], [-2.2173, 0.7844, -1.3587], [-1.1021, 2.8002, 1.4018], [-2.2441, 2.7318, 0.0217], [-2.5266, 1.7103, 1.4866], [3.8405, 0.7111, 1.7419], [2.0715, 1.7855, 1.2899], [0.0465, -0.1460, -1.9556]],
  "atomic_forces_ev_per_a": [[1.12, 1.94, 2.38], [-0.30, -1.33, -2.22], [0.55, -0.41, 0.40], [0.49, 0.44, 0.59], [0.30, 0.53, -1.34], [-0.48, -0.14, -0.25], [1.14, -0.40, 0.12], [-0.53, 0.60, 0.41], [-0.40, 0.13, -1.26], [-0.40, -0.04, 0.33], [0.09, 0.18, 0.23], [0.15, 0.15, 0.14], [0.06, 0.08, -0.33], [0.07, -0.17, 0.22], [-0.17, -0.12, -0.18], [0.12, -0.16, 0.24], [0.11, 0.20, -0.22], [-4.76, 1.49, -2.22], [3.80, -2.28, 1.88], [-0.97, -0.68, 1.05]],
  "mulliken_charge": [-0.47, -0.09, -0.37, -0.37, -0.50, -0.42, -0.16, -0.73, 0.85, 0.37, 0.43, 0.43, 0.37, 0.43, 0.27, 0.30, 0.35, 1.85, -0.82, 0.29]
}

---

(2)
{
  "formula": "C2H7OS",
  "method": "ωB97M-V with the def2-TZVPD basis set",
  "de_lowest_kcal_mol": 28.1,
  "energy_ha": -553.8191,
  "charge": -1,
  "spin_multiplicity": 1,
  "e_homo_ev": -2.571,
  "species": ["S", "H", "C", "O", "C", "H", "H", "H", "H", "H", "H"],
  "coordinates": [[-0.1986, -1.8316, -0.5529], [-0.2149, -2.5878, 0.5913], [0.4184, 0.9346, 0.7926], [1.2743, 1.2633, -0.2650], [-1.0929, 1.4795, 0.4572], [0.8016, 1.4597, 1.7424], [0.2922, -0.0853, 0.9823], [0.6997, 1.0225, -1.0488], [-1.0998, 2.3894, -0.1872], [-1.6067, 1.6367, 1.4467], [-1.8415, 0.8787, -0.0592]],
  "atomic_forces_ev_per_a": [[-0.20, -0.97, 0.11], [0.01, 0.39, -0.54], [-2.24, 3.23, 0.95], [-0.95, -0.42, -1.54], [0.42, 0.49, 1.31], [-0.53, -0.49, -1.37], [0.30, -1.61, 0.08], [1.44, 0.06, 0.99], [0.42, -0.05, 0.95], [0.49, 0.46, -0.80], [0.85, -1.08, -0.14]],
  "nbo_charge": [-1.06, 0.09, -0.05, -0.73, -0.67, 0.13, 0.22, 0.48, 0.18, 0.19, 0.23]
}

---

(3)
{
  "formula": "C7H17NO2Si",
  "method": "ωB97M-V with the def2-TZVPD basis set",
  "smiles": "CNC(=O)[C@@H](C)O[Si](C)(C)C",
  "de_lowest_kcal_mol": 0.0,
  "energy_ha": -771.7264,
  "spin_multiplicity": 1,
  "e_homo_ev": -9.513,
  "species": ["O", "O", "C", "N", "C", "C", "C", "C", "C", "C", "Si", "H", "H", "H", "H", "H", "H", "H", "H", "H", "H", "H", "H", "H", "H", "H", "H", "H"],
  "coordinates": [[0.7931, 0.0061, -1.9539], [-0.9587, 0.5288, 0.5797], [0.4700, 0.9735, -1.2912], [1.3337, 2.0156, -1.0351], [2.7016, 1.9570, -1.5183], [-1.9830, 0.4356, -1.6428], [-0.9262, 1.0407, -0.7226], [-1.1776, -2.3817, 0.2073], [-1.0877, -0.9549, 2.9333], [1.4091, -0.9067, 1.2748], [-0.4547, -0.9579, 1.2025], [1.0511, 2.8258, -0.4830], [3.4175, 2.1540, -0.7403], [2.9092, 0.9478, -1.9513], [2.7912, 2.7346, -2.2693], [-1.6599, -0.5139, -2.0748], [-2.9087, 0.2581, -1.0774], [-2.1945, 1.0991, -2.4767], [-1.1505, 2.1465, -0.6292], [-0.7483, -2.4003, -0.7945], [-1.0142, -3.3318, 0.7095], [-2.2479, -2.2326, 0.1029], [-2.1431, -1.2477, 2.8394], [-1.0427, 0.0453, 3.4073], [-0.5622, -1.6880, 3.5546], [1.8908, -1.7126, 1.8303], [1.7008, 0.0410, 1.7692], [1.7917, -0.8815, 0.2497]],
  "atomic_forces_ev_per_a": [[0.42, -0.26, -0.12], [0.05, -0.64, 0.43], [0.54, 0.31, -0.27], [-0.59, -0.69, 0.34], [-0.27, -0.43, -0.62], [0.04, -0.40, 0.12], [-0.81, 1.93, 0.14], [0.28, 0.54, 0.14], [-0.64, 0.23, 0.18], [0.18, 0.45, -0.19], [0.35, 0.45, -0.29], [-0.05, -0.70, -0.32], [0.22, 0.05, 0.49], [-0.34, 0.96, 0.31], [0.43, -0.07, -0.37], [0.09, 0.06, 0.17], [0.27, 0.21, -0.12], [-0.03, 0.16, -0.05], [-0.02, -0.94, 0.08], [0.08, -0.13, 0.01], [0.09, -0.15, -0.02], [-0.23, -0.01, 0.01], [0.10, 0.06, 0.43], [0.05, -0.55, -0.25], [-0.13, 0.12, -0.05], [-0.13, -0.11, -0.10], [-0.15, -0.36, -0.23], [0.21, -0.08, 0.15]],
  "nbo_charge": [-0.64, -0.87, 0.65, -0.62, -0.43, -0.63, 0.04, -1.14, -1.15, -1.16, 1.90, 0.40, 0.20, 0.24, 0.19, 0.23, 0.22, 0.22, 0.16, 0.25, 0.24, 0.24, 0.23, 0.25, 0.24, 0.24, 0.24, 0.25]
}

---

(4)
{
  "formula": "C23H30BF3N3O13S",
  "method": "ωB97M-V with the def2-TZVPD basis set",
  "energy_ha": -2759.6695,
  "charge": -1,
  "spin_multiplicity": 1,
  "e_homo_ev": -7.022,
  "species": ["C", "C", "C", "S", "O", "O", "C", "F", "F", "F", "C", "O", "N", "C", "O", "C", "C", "N", "C", "C", "C", "O", "C", "C", "C", "C", "C", "C", "C", "C", "N", "H", "H", "H", "H", "H", "H", "H", "H", "H", "H", "H", "H", "H", "H", "H", "H", "H", "H", "H", "H", "H", "H", "H", "H", "H", "H", "H", "H", "H", "H", "B", "O", "C", "O", "C", "O", "O", "O", "C", "O", "C", "O", "O"],
  "coordinates": [[-3.3489, 0.8931, -4.2046], [-3.2408, -0.0942, -3.5351], [-3.0440, -1.3240, -2.7493], [-3.7160, -2.6287, -3.8226], [-4.1106, -3.7903, -3.0925], [-2.8262, -2.7769, -4.9333], [-5.3092, -1.9336, -4.5418], [-6.0400, -3.0022, -4.8638], [-5.0912, -1.2325, -5.6390], [-5.9825, -1.2126, -3.6527], [-3.8481, -1.0165, -1.4278], [-4.8887, -1.4693, -1.0596], [-2.9951, -0.1265, -0.7839], [-1.6680, -0.8229, -0.8042], [-0.5756, -0.0432, -0.4978], [-0.3368, 0.0936, 0.9043], [0.9901, 0.8366, 1.1258], [0.8839, 1.7761, 2.2376], [1.2431, 3.1482, 1.8765], [0.0595, 3.8835, 1.2180], [0.2886, 4.2253, -0.2774], [-0.1620, 5.0730, 1.9829], [-1.6133, -1.5582, -2.1795], [-1.5206, -3.0641, -1.7773], [-0.2540, -3.4596, -1.0212], [-0.4352, -4.8430, -0.3534], [-0.8705, -4.7113, 1.1001], [-0.4419, -1.2956, -3.1272], [-0.2079, 0.0873, -3.7218], [-0.4131, 1.3586, -2.9356], [0.2520, 0.0984, -4.9072], [-3.4761, 1.8582, -4.6355], [-3.2890, 0.0943, 0.1620], [-1.7580, -1.5775, -0.0108], [-0.2793, -0.8884, 1.3851], [-1.1305, 0.6902, 1.3611], [1.3023, 1.3263, 0.2015], [1.7548, 0.0910, 1.3640], [1.4264, 1.4495, 3.0253], [2.1166, 3.1699, 1.2126], [1.5310, 3.6786, 2.7833], [-0.8103, 3.2259, 1.2941], [0.4184, 5.3049, -0.3628], [-0.5926, 3.9377, -0.8540], [1.1593, 3.7132, -0.6794], [-0.8377, 5.5860, 1.5268], [-1.5723, -3.6968, -2.6670], [-2.3813, -3.3567, -1.1672], [0.6168, -3.4935, -1.6767], [-0.0020, -2.7505, -0.2273], [-1.2286, -5.3710, -0.8931], [0.4636, -5.4510, -0.4475], [-1.0422, -5.6877, 1.5574], [-0.1201, -4.1968, 1.7041], [-1.8065, -4.1531, 1.1894], [0.4963, -1.5974, -2.6636], [-0.5905, -1.9523, -3.9854], [-0.3941, 2.2255, -3.5962], [0.4249, 1.4731, -2.2417], [-1.3112, 1.3734, -2.3269], [0.4134, 1.0571, -5.2139], [5.3683, 1.7582, 5.4153], [5.2155, 2.6894, 6.5459], [6.1003, 3.6727, 6.4266], [6.2392, 4.5915, 7.1804], [6.9142, 3.4201, 5.1456], [7.7988, 4.1073, 4.7246], [6.4591, 2.3032, 4.5891], [5.6670, 0.3861, 5.8759], [4.7287, -0.4418, 5.4428], [4.6737, -1.6215, 5.6391], [3.7152, 0.3835, 4.6341], [2.7315, -0.0416, 4.0893], [4.1102, 1.6421, 4.6372]],
  "atomic_forces_ev_per_a": [[-0.20, 0.10, 0.46], [0.66, -0.14, -0.33], [-0.98, 1.13, -0.07], [0.33, -0.77, -0.09], [-0.23, 0.18, 0.32], [0.06, 0.25, -0.09], [-0.20, -0.23, 0.23], [0.07, 0.08, -0.01], [0.01, 0.10, -0.02], [0.07, 0.06, -0.16], [0.65, 0.01, -0.18], [-0.26, 0.19, -0.10], [0.27, -0.48, 0.36], [-0.34, 0.08, 0.54], [0.00, -0.12, -0.42], [0.28, 0.52, -0.01], [-0.06, -0.47, 0.56], [0.14, 0.29, -0.34], [-0.21, -0.27, 0.22], [0.53, 0.06, -0.28], [-0.46, -0.05, 0.56], [-0.16, -0.04, -0.17], [0.20, -1.16, 0.47], [0.26, -0.16, -0.18], [0.28, -0.40, 0.31], [-0.45, 0.28, -0.18], [0.04, -0.16, 0.18], [-0.30, 0.68, -0.31], [-0.09, 0.26, -0.31], [0.45, 0.01, 0.27], [-0.07, -0.16, 0.05], [0.01, -0.14, -0.24], [-0.17, -0.01, -0.09], [0.18, -0.12, -0.13], [-0.26, -0.08, -0.08], [-0.06, -0.08, 0.06], [-0.15, 0.10, -0.05], [0.07, 0.06, -0.13], [0.17, -0.03, -0.02], [0.02, 0.04, -0.02], [-0.15, 0.05, 0.02], [-0.04, 0.01, 0.14], [0.19, -0.03, -0.16], [0.09, 0.05, -0.16], [0.03, 0.04, -0.10], [0.01, 0.03, 0.11], [0.00, 0.09, -0.04], [-0.08, 0.21, -0.01], [-0.11, 0.08, -0.15], [-0.02, 0.15, -0.10], [0.14, -0.13, -0.06], [0.08, 0.07, 0.11], [0.01, 0.01, -0.02], [0.02, 0.01, -0.05], [0.02, 0.04, -0.07], [-0.08, 0.03, 0.26], [0.11, -0.03, 0.00], [-0.13, -0.07, -0.13], [-0.07, -0.04, 0.02], [-0.05, -0.02, -0.08], [0.04, 0.00, 0.00], [0.10, 0.05, 0.06], [0.14, -0.01, -0.20], [-0.23, 0.07, 0.36], [0.03, -0.03, -0.06], [0.23, -0.07, -0.36], [-0.05, -0.01, 0.05], [-0.12, 0.07, 0.20], [-0.23, 0.06, -0.16], [0.32, -0.23, 0.24], [-0.05, 0.05, -0.04], [-0.23, 0.30, -0.21], [-0.06, -0.02, -0.06], [0.06, -0.20, 0.08]],
  "mulliken_charge": [-0.06, -2.04, 2.62, 1.37, -0.65, -0.67, 0.74, -0.22, -0.21, -0.20, -0.58, -0.56, -0.13, -1.90, 0.21, -0.53, -0.69, -0.29, -0.98, 0.71, -1.33, -0.57, 2.17, -2.79, -0.09, -0.71, -1.21, -1.45, 0.46, -1.12, -0.82, 0.57, 0.46, 1.12, 0.38, 0.26, 0.22, 0.26, 0.25, 0.32, 0.45, 0.17, 0.47, 0.22, 0.30, 0.33, 0.80, 0.45, 0.38, 0.16, 0.32, 0.42, 0.41, 0.30, 0.24, 0.69, 0.37, 0.48, 0.24, 0.20, 0.31, 1.19, -0.47, 0.59, -0.59, 0.59, -0.60, -0.46, -0.55, 0.24, -0.60, 0.84, -0.64, -0.59]
}